{"formula": "C5H8EuO4", "method": "ωB97M-V/def2-TZVPD", "e_tot_ha": -1206.53550, "homo_ev": [-6.5, -8.6], "orbital_gap_ev": [6.3, 8.4], "total_charge": 0, "fmax_ev_per_a": 7.47, "spin_multiplicity": 8, "lumo_ev": [-0.137, -0.180], "species": ["O", "C", "O", "C", "O", "C", "O", "C", "C", "Eu", "H", "H", "H", "H", "H", "H", "H", "H"], "positions_angstrom": [[-1.121, 1.702, 0.459], [-2.336, 0.796, 2.413], [-2.480, 1.498, 3.381], [1.608, -1.689, 0.760], [0.860, -1.188, 1.810], [0.954, -1.373, -0.581], [0.664, 0.020, -0.579], [-0.369, 0.455, -1.453], [-0.881, 1.783, -0.908], [0.201, 0.738, 1.772], [1.731, -2.791, 0.809], [2.638, -1.265, 0.746], [0.007, -1.932, -0.676], [1.603, -1.628, -1.435], [-1.180, -0.293, -1.448], [0.012, 0.551, -2.482], [-1.793, 2.051, -1.475], [-0.120, 2.564, -1.111]], "atomic_forces_ev_per_a": [[-0.97, 0.97, -1.88], [-1.68, 3.67, 6.29], [0.83, -3.87, -5.84], [0.30, -0.56, -0.17], [1.06, -2.77, -0.38], [-0.12, -0.35, -0.13], [0.25, 0.10, 0.02], [-0.34, -0.07, -0.30], [-0.19, 0.29, -0.02], [0.77, 2.24, 2.07], [0.04, 0.26, -0.02], [-0.22, -0.11, 0.03], [0.21, 0.13, 0.04], [-0.11, 0.03, 0.19], [0.18, 0.16, 0.05], [-0.07, -0.01, 0.19], [0.25, 0.00, 0.00], [-0.18, -0.11, -0.15]]}